Entry 1:
{
  "formula": "C5H15NO",
  "method": "ωB97M-V/def2-TZVPD",
  "symbols": ["C", "C", "O", "H", "H", "H", "H", "H", "H", "C", "C", "C", "N", "H", "H", "H", "H", "H", "H", "H", "H", "H"],
  "xyz": [[0.2703, -1.1895, 1.0704], [-0.8617, -2.1239, 0.7397], [-1.7178, 0.6774, 1.5992], [-1.5338, 1.3290, 2.2828], [1.2412, -1.5813, 0.7539], [0.2816, -0.9165, 2.1204], [-0.8476, -2.4391, -0.3014], [-0.7719, -3.0165, 1.3632], [-1.8193, -1.6544, 0.9485], [0.1532, 0.0323, -1.3236], [1.4413, 1.0525, 0.4581], [-0.1642, 1.2970, -2.1229], [0.2733, 0.2599, 0.1110], [-0.8421, 0.7575, 0.7915], [1.0716, -0.4348, -1.7143], [-0.6589, -0.6785, -1.4801], [1.4545, 1.2139, 1.5359], [1.4053, 2.0353, -0.0155], [2.3762, 0.5541, 0.1672], [0.6695, 1.9973, -2.1280], [-0.3847, 1.0337, -3.1572], [-1.0360, 1.7943, -1.6988]],
  "multiplicity": 1,
  "smiles": "CCN(C)CC.O",
  "lumo_energy_ev": 0.93,
  "de_lowest_kj_mol": 176.9,
  "gap_ha": 0.36177
}

Entry 2:
{
  "formula": "C3H9N3OS",
  "method": "ωB97M-V/def2-TZVPD",
  "symbols": ["C", "C", "C", "H", "H", "H", "H", "H", "H", "H", "H", "H", "N", "N", "N", "O", "S"],
  "xyz": [[1.8272, 0.8027, -1.2500], [0.5989, -0.0314, -1.3587], [-0.8494, -0.5884, 0.7259], [1.8646, 2.8512, -0.3780], [0.8978, 1.4316, 0.4124], [2.7068, 0.1422, -0.8415], [1.9723, 1.2072, -2.4045], [-0.4153, 0.3395, -1.6770], [0.9216, -0.8323, -1.8832], [2.0239, -0.1303, 1.3325], [0.2484, -1.1202, 2.4353], [-1.6862, -1.7944, 2.3234], [1.3676, 1.9316, -0.5110], [0.4211, -0.2320, 0.0522], [-0.8945, -1.2932, 1.7613], [1.5969, -0.6984, 0.7485], [-2.3143, -0.0281, -0.1955]],
  "multiplicity": 1,
  "lumo_energy_ev": -0.16,
  "de_lowest_kj_mol": 619.0,
  "gap_ha": 0.28944
}

Entry 3:
{
  "formula": "C4H9O3",
  "method": "ωB97M-V/def2-TZVPD",
  "symbols": ["C", "C", "O", "O", "H", "H", "H", "C", "C", "O", "H", "H", "H", "H", "H", "H"],
  "xyz": [[2.4083, 0.3718, -1.8606], [1.4038, 0.1262, -0.6880], [1.4032, -1.1040, -0.3679], [0.8498, 1.1338, -0.2212], [2.2394, 1.4239, -2.4119], [2.2169, -0.5124, -2.4770], [3.3349, 0.4066, -1.6803], [-2.0686, -0.7754, 1.3241], [-1.4444, 0.6415, 0.9919], [-1.2988, -1.8556, 0.7953], [-1.8450, -0.8451, 2.4417], [-3.1581, -0.6074, 0.8497], [-2.0288, 1.4378, 0.5765], [-0.3083, -1.5185, 0.5750], [-0.7807, 0.6474, 0.2381], [-0.9236, 1.0293, 1.9147]],
  "total_charge": -1,
  "multiplicity": 1,
  "lumo_energy_ev": 4.26,
  "de_lowest_kj_mol": 273.1,
  "gap_ha": 0.31366
}

Entry 4:
{
  "formula": "C37H38BiN7O2S2",
  "method": "ωB97M-V/def2-TZVPD",
  "symbols": ["Bi", "C", "C", "N", "C", "C", "S", "C", "C", "N", "H", "H", "H", "H", "H", "H", "H", "H", "H", "H", "H", "H", "H", "H", "O", "C", "O", "C", "C", "C", "N", "C", "C", "C", "C", "C", "C", "C", "N", "C", "C", "C", "C", "C", "N", "H", "H", "H", "H", "H", "H", "H", "H", "H", "H", "S", "C", "C", "C", "C", "C", "C", "C", "C", "C", "N", "H", "H", "H", "H", "H", "H", "C", "C", "C", "C", "C", "C", "N", "H", "H", "H", "H", "H", "H", "H", "H"],
  "xyz": [[0.3207, -0.3263, 0.4711], [-3.3878, -1.9681, 0.9109], [-2.4104, -2.4440, 1.9933], [-1.0486, -2.6991, 1.5064], [-0.8392, -3.9096, 0.7214], [-1.3322, -3.8805, -0.7335], [-1.0172, -2.3716, -1.7129], [-2.7034, -1.8168, -2.1225], [-3.2817, -0.7099, -1.2218], [-2.8577, -0.8453, 0.1589], [-4.3459, -1.7395, 1.3923], [-3.5891, -2.7892, 0.2219], [-2.8360, -3.3382, 2.4688], [-2.3392, -1.6649, 2.7566], [-0.4206, -2.7256, 2.3006], [-1.3212, -4.7828, 1.1840], [0.2350, -4.1005, 0.7180], [-2.4023, -4.0699, -0.7933], [-0.8351, -4.6932, -1.2629], [-3.3254, -2.7124, -2.1130], [-2.6655, -1.4650, -3.1537], [-4.3718, -0.7239, -1.3462], [-2.9420, 0.2575, -1.5885], [-2.9636, 0.0224, 0.6726], [-3.4570, 3.4991, -3.0463], [-2.4645, 3.4637, -3.8149], [-2.3038, 3.7370, -5.0113], [-1.2952, 2.7774, -3.0764], [-0.8686, 3.1698, -1.8183], [-0.1620, 2.2818, -1.0358], [0.2380, 1.0948, -1.5147], [0.0676, 0.8182, -2.8239], [-0.7357, 1.6170, -3.6112], [0.9155, -0.2352, -3.4520], [0.4238, -1.0957, -4.4293], [1.3082, -1.9352, -5.0822], [2.6524, -1.8861, -4.7482], [3.0467, -1.0095, -3.7490], [2.2047, -0.2036, -3.1038], [0.3642, 2.6286, 0.4063], [0.9635, 4.0148, 0.3478], [2.2872, 4.1982, 0.2852], [3.2027, 3.0851, 0.3578], [2.6820, 1.8631, 0.6053], [1.3542, 1.6145, 0.7745], [-1.1848, 4.1276, -1.4238], [-0.8901, 1.3999, -4.6637], [-0.6336, -1.1044, -4.6662], [0.9520, -2.6150, -5.8467], [3.3809, -2.5104, -5.2491], [4.0876, -0.9482, -3.4463], [0.2577, 4.8384, 0.3185], [2.6827, 5.2045, 0.1995], [4.2708, 3.2272, 0.2742], [3.3278, 0.9959, 0.7374], [4.0379, -3.2234, 0.6198], [3.3704, -3.3822, -0.9440], [2.3106, -2.5514, -1.1369], [2.0145, -1.7466, 0.0061], [2.8715, -2.0235, 1.0415], [2.7239, -1.5021, 2.4036], [3.6208, -1.7354, 3.4420], [3.3380, -1.2359, 4.6992], [2.1692, -0.5176, 4.9030], [1.3307, -0.3161, 3.8241], [1.6042, -0.7940, 2.6060], [3.8157, -4.0705, -1.6511], [1.7621, -2.5121, -2.0718], [4.5246, -2.3031, 3.2530], [4.0265, -1.4047, 5.5178], [1.9141, -0.1139, 5.8736], [0.4094, 0.2530, 3.9151], [-3.0196, 2.3055, 0.2587], [-2.0666, 2.2355, 1.4222], [-2.4914, 2.0772, 2.7145], [-1.4003, 2.3406, 3.5862], [-0.3135, 2.6522, 2.8171], [1.0005, 3.1714, 3.3196], [-0.7002, 2.5786, 1.4756], [-3.1595, 3.3360, -0.0682], [-3.9903, 1.9507, 0.6074], [-2.7609, 1.7403, -0.6235], [-3.5089, 1.8548, 3.0057], [-1.4225, 2.3580, 4.6679], [0.9749, 3.1584, 4.4115], [1.1547, 4.2032, 2.9989], [1.8649, 2.6001, 2.9828]],
  "multiplicity": 1,
  "lumo_energy_ev": -0.69,
  "de_lowest_kj_mol": 172.6,
  "gap_ha": 0.23892
}

Entry 5:
{
  "formula": "C25H22F11MnNO4SSb",
  "method": "ωB97M-V/def2-TZVPD",
  "symbols": ["Mn", "C", "C", "C", "C", "C", "C", "C", "C", "C", "C", "C", "C", "H", "H", "H", "H", "H", "H", "H", "H", "H", "H", "H", "H", "H", "H", "H", "H", "H", "H", "F", "C", "C", "F", "C", "F", "C", "S", "C", "F", "C", "F", "O", "C", "O", "C", "C", "C", "C", "C", "C", "N", "O", "O", "H", "H", "H", "H", "F", "Sb", "F", "F", "F", "F", "F"],
  "xyz": [[0.4079, -0.0007, 0.7917], [-3.4987, -1.0590, -0.3905], [-2.5163, -1.1262, 0.7490], [-2.5348, -0.1200, 1.7258], [-3.6070, 0.9329, 1.7134], [-1.5616, -0.1020, 2.7307], [-1.5372, 1.0201, 3.7362], [-0.6280, -1.1587, 2.8268], [0.1320, -1.3548, 4.1147], [-0.5776, -2.1413, 1.8054], [0.4530, -3.2465, 1.8664], [-1.5658, -2.1529, 0.8076], [-1.6126, -3.2728, -0.1977], [-3.1662, -1.6370, -1.2481], [-3.6266, -0.0279, -0.7189], [-4.4793, -1.4368, -0.0889], [-3.2762, 1.8198, 1.1704], [-3.8612, 1.2446, 2.7243], [-4.5127, 0.5704, 1.2342], [-1.7337, 1.9719, 3.2435], [-0.5689, 1.0950, 4.2271], [-2.2982, 0.8790, 4.5085], [1.0515, -0.7684, 4.1592], [0.3885, -2.4012, 4.2572], [-0.4953, -1.0501, 4.9509], [0.0305, -4.1518, 2.3094], [1.3165, -2.9516, 2.4574], [0.8114, -3.4977, 0.8696], [-1.1425, -2.9700, -1.1366], [-2.6433, -3.5484, -0.4123], [-1.1051, -4.1623, 0.1640], [6.9800, 0.0394, -0.2695], [5.8063, 0.2396, 0.3190], [4.8140, -0.7247, 0.2363], [5.0325, -1.8596, -0.4259], [3.6068, -0.4931, 0.8552], [2.6545, -1.4530, 0.7731], [3.3269, 0.6746, 1.5536], [1.7880, 0.9396, 2.3389], [4.3430, 1.6216, 1.6250], [4.1499, 2.7563, 2.2888], [5.5697, 1.4093, 1.0212], [6.5286, 2.3270, 1.1113], [1.5531, 0.7548, -0.9174], [0.6736, 0.1618, -1.5846], [-0.0999, -0.6561, -0.9615], [0.4839, 0.3475, -3.0374], [1.4648, 0.9595, -3.8083], [1.2785, 1.1046, -5.1742], [0.1126, 0.6500, -5.7703], [-0.8554, 0.0578, -4.9776], [-0.6917, -0.1040, -3.6183], [-2.0964, -0.4330, -5.6011], [-2.2246, -0.2715, -6.7958], [-2.9119, -0.9706, -4.8812], [2.3648, 1.3185, -3.3270], [2.0409, 1.5742, -5.7796], [-0.0584, 0.7521, -6.8319], [-1.4657, -0.5632, -3.0225], [-0.7125, 1.6940, 0.4556], [-0.8826, 3.6263, -0.0720], [-0.1017, 3.1577, -1.7172], [0.8081, 3.8445, 0.7071], [-2.5520, 3.0716, -0.7516], [-1.6874, 3.8295, 1.6236], [-1.0829, 5.4210, -0.5344]],
  "s2": 6.35,
  "multiplicity": 5,
  "lumo_energy_ev": [-3.59, -0.75],
  "gap_ha": [0.20461, 0.32216]
}

Entry 6:
{
  "formula": "C5H11NO",
  "method": "ωB97M-V/def2-TZVPD",
  "symbols": ["C", "C", "C", "C", "C", "N", "O", "H", "H", "H", "H", "H", "H", "H", "H", "H", "H", "H"],
  "xyz": [[0.0272, 2.1170, -0.5424], [0.3108, 1.1015, -1.7276], [0.1478, -0.4955, -1.4532], [0.7947, -1.0702, -0.0957], [-0.2929, -0.8154, 0.9256], [0.1422, -0.3191, 2.1651], [-1.4409, -0.9906, 0.8183], [0.7529, 1.8679, 0.2125], [-0.8963, 1.9761, -0.1329], [0.2056, 3.0803, -0.9185], [-0.2391, 1.3890, -2.6324], [1.3332, 1.2192, -2.1626], [-0.9232, -0.7178, -1.4411], [0.7903, -1.0021, -2.1320], [1.2631, -2.1441, -0.4261], [1.7310, -0.5399, 0.3112], [-0.5043, 0.0542, 2.8063], [1.0940, -0.0497, 2.1729]],
  "multiplicity": 1,
  "smiles": "CCCCC(N)=O",
  "lumo_energy_ev": 0.93,
  "de_lowest_kj_mol": 152.7,
  "gap_ha": 0.39753
}

Entry 7:
{
  "formula": "C4H5NO",
  "method": "ωB97M-V/def2-TZVPD",
  "symbols": ["C", "C", "C", "C", "O", "N", "H", "H", "H", "H", "H"],
  "xyz": [[-2.3835, 0.0412, 0.2373], [-0.9677, -0.0282, 0.1444], [0.2168, 0.0786, 0.0441], [1.5164, -0.4762, -0.1013], [1.6838, -1.6747, 0.0218], [2.4740, 0.4131, -0.4146], [-2.8473, -0.5556, -0.5427], [-2.7008, 1.0734, 0.1173], [-2.6623, -0.3350, 1.2153], [3.4083, 0.0676, -0.3251], [2.2624, 1.3957, -0.3965]],
  "multiplicity": 1,
  "smiles": "CC#CC(N)=O",
  "lumo_energy_ev": 0.81,
  "de_lowest_kj_mol": 138.8,
  "gap_ha": 0.38459
}